Record 1
This record from OMol25 describes a structure of composition C9H9F2O15Pb. The level of theory is ωB97M-V/def2-TZVPD.

Structure (XYZ):
```
36
C9H9F2O15Pb, DFT ωB97M-V/def2-TZVPD
Pb 0.396 -0.296 -0.401
O 1.868 -4.017 -1.933
C 1.601 -2.800 -1.353
O 1.183 -1.905 -2.155
O 1.739 -2.659 -0.134
H 1.640 -3.830 -2.853
O -3.916 -0.008 -1.345
C -2.633 -0.075 -0.901
O -2.226 0.862 -0.163
O -1.924 -1.046 -1.241
H -4.289 0.758 -0.896
O 3.134 2.702 1.237
C 2.257 1.770 0.779
O 2.695 0.595 0.617
O 1.078 2.071 0.482
H 3.892 2.141 1.452
C -1.021 -3.644 4.466
C 0.480 -3.337 4.629
O 0.791 -2.727 3.410
C -0.332 -2.264 2.802
O -0.358 -1.631 1.813
O -1.421 -2.671 3.507
F 1.213 -4.478 4.722
H -1.602 -3.432 5.358
H -1.124 -4.661 4.091
H 0.697 -2.702 5.487
C -1.262 4.132 -2.833
C -0.077 4.369 -3.790
O 0.612 3.163 -3.825
C 0.158 2.371 -2.804
O 0.698 1.385 -2.435
O -0.995 2.832 -2.311
F 0.750 5.347 -3.292
H -2.202 4.150 -3.370
H -1.113 4.851 -2.030
H -0.388 4.683 -4.785
```

The charge is -1.

Now the Mulliken charges, all in e: number 1, Pb, carries 1.45; number 2, O, carries -0.52; number 3, C, carries 0.90; number 4, O, carries -0.76; number 5, O, carries -0.63; number 6, H, carries 0.30; number 7, O, carries -0.53; number 8, C, carries 0.89; number 9, O, carries -0.74; number 10, O, carries -0.76; number 11, H, carries 0.30; number 12, O, carries -0.50; number 13, C, carries 0.91; number 14, O, carries -0.75; number 15, O, carries -0.71; number 16, H, carries 0.31; number 17, C, carries -0.41; number 18, C, carries 0.34; number 19, O, carries -0.28; number 20, C, carries 0.41; number 21, O, carries -0.32; number 22, O, carries -0.32; number 23, F, carries -0.29; number 24, H, carries 0.24; number 25, H, carries 0.28; number 26, H, carries 0.27; number 27, C, carries -0.38; number 28, C, carries 0.28; number 29, O, carries -0.35; number 30, C, carries 0.53; number 31, O, carries -0.44; number 32, O, carries -0.24; number 33, F, carries -0.31; number 34, H, carries 0.33; number 35, H, carries 0.27; number 36, H, carries 0.22

Record 2
This record from OMol25 describes a structure of composition C9H9F3I2IrO7PrS2. The level of theory is ωB97M-V/def2-TZVPD.

Structure (XYZ):
```
34
C9H9F3I2IrO7PrS2, DFT ωB97M-V/def2-TZVPD
I 4.512 0.172 0.728
I 2.432 1.904 1.011
Ir -0.115 1.702 -0.558
Pr 0.496 -0.920 1.331
S 1.170 0.087 -1.558
C -1.678 -2.094 0.309
C -1.125 -2.492 2.905
C 0.118 -0.173 -3.056
C 0.472 0.939 -4.053
C -1.357 -0.106 -2.677
C 0.533 -1.544 -3.581
C -1.463 1.501 0.721
C -0.544 3.387 -1.245
O -1.983 -3.150 3.292
O -2.650 -2.467 -0.200
O -2.405 1.426 1.414
O -0.908 4.394 -1.714
H -0.077 0.771 -4.993
H 1.550 0.927 -4.262
H 0.194 1.926 -3.657
H -1.943 -0.025 -3.606
H -1.576 0.787 -2.042
H -1.648 -1.013 -2.130
H -0.011 -1.761 -4.513
H 0.311 -2.324 -2.840
H 1.610 -1.553 -3.795
F 1.888 -0.164 6.322
C 1.136 0.526 5.435
F 0.234 1.285 6.094
F 1.936 1.337 4.697
S 0.317 -0.671 4.296
O -0.485 -1.543 5.105
O -0.407 0.187 3.296
O 1.465 -1.261 3.524
```

The charge is +4. The multiplicity is 7.

Now the Mulliken charges, all in e: number 1, I, carries 0.76; number 2, I, carries 0.52; number 3, Ir, carries 0.46; number 4, Pr, carries 1.34; number 5, S, carries -0.26; number 6, C, carries 0.18; number 7, C, carries 0.32; number 8, C, carries 0.85; number 9, C, carries -1.25; number 10, C, carries -0.98; number 11, C, carries -1.56; number 12, C, carries 0.47; number 13, C, carries 0.51; number 14, O, carries -0.01; number 15, O, carries -0.01; number 16, O, carries -0.22; number 17, O, carries -0.21; number 18, H, carries 0.48; number 19, H, carries 0.42; number 20, H, carries 0.24; number 21, H, carries 0.52; number 22, H, carries 0.29; number 23, H, carries 0.07; number 24, H, carries 0.43; number 25, H, carries 0.42; number 26, H, carries 0.47; number 27, F, carries -0.14; number 28, C, carries 0.61; number 29, F, carries -0.14; number 30, F, carries -0.19; number 31, S, carries 1.11; number 32, O, carries -0.45; number 33, O, carries -0.42; number 34, O, carries -0.62

Record 3
This record from OMol25 describes the ion C9H9N2 with charge +1. The level of theory is ωB97M-V/def2-TZVPD.

Structure (XYZ):
```
20
C9H9N2, DFT ωB97M-V/def2-TZVPD
H 0.944 -3.620 -0.031
N 0.125 -3.010 0.004
N 0.357 -1.807 0.005
C 1.680 -1.093 -0.025
C 1.457 0.235 0.016
C 2.461 1.309 0.027
C -0.003 0.448 0.043
C -0.778 1.584 0.031
C -2.172 1.431 -0.006
C -2.770 0.184 -0.023
C -1.997 -0.977 0.010
C -0.626 -0.815 0.036
H 2.579 -1.671 -0.089
H 2.136 2.131 0.661
H 2.593 1.703 -0.983
H 3.426 0.939 0.366
H -0.339 2.569 0.043
H -2.787 2.317 -0.022
H -3.845 0.103 -0.071
H -2.441 -1.960 0.008
```

The charge is +1.

Now the Mulliken charges, all in e: number 1, H, carries 0.29; number 2, N, carries -1.03; number 3, N, carries 0.93; number 4, C, carries -0.58; number 5, C, carries 0.82; number 6, C, carries -1.40; number 7, C, carries 0.91; number 8, C, carries -0.44; number 9, C, carries -0.58; number 10, C, carries -0.55; number 11, C, carries -0.53; number 12, C, carries -0.05; number 13, H, carries 0.40; number 14, H, carries 0.39; number 15, H, carries 0.32; number 16, H, carries 0.39; number 17, H, carries 0.40; number 18, H, carries 0.41; number 19, H, carries 0.42; number 20, H, carries 0.50

Record 4
This record from OMol25 describes a cluster of 2 separate species, C9H9N3 in total. The level of theory is ωB97M-V/def2-TZVPD.

Structure (XYZ):
```
21
C9H9N3, DFT ωB97M-V/def2-TZVPD
C -2.466 -0.033 -0.073
C -1.938 -1.279 -0.390
C -0.650 -1.728 -0.184
C 0.272 -0.724 -0.041
C 2.554 -0.152 -0.115
C 2.226 1.222 -0.341
C 0.939 1.760 -0.257
C -0.127 0.737 -0.028
C -1.462 1.005 -0.012
H -4.201 1.058 0.069
H -4.044 -0.417 1.346
H -2.689 -1.924 -0.933
H -0.346 -2.850 -0.227
H 4.630 0.050 0.224
H 3.674 -1.605 0.892
H 3.109 1.757 -0.207
H 0.724 2.831 0.048
H -1.806 2.089 0.147
N -3.873 0.137 0.051
N 1.644 -1.188 -0.077
N 3.831 -0.747 0.106
```

The charge is 0.

Now the Mulliken charges, all in e: number 1, C, carries 0.04; number 2, C, carries -0.16; number 3, C, carries -0.23; number 4, C, carries 0.24; number 5, C, carries 0.62; number 6, C, carries -0.65; number 7, C, carries -0.58; number 8, C, carries 0.51; number 9, C, carries -0.42; number 10, H, carries 0.25; number 11, H, carries 0.31; number 12, H, carries 0.31; number 13, H, carries 0.32; number 14, H, carries 0.26; number 15, H, carries 0.33; number 16, H, carries 0.30; number 17, H, carries 0.27; number 18, H, carries 0.16; number 19, N, carries -0.68; number 20, N, carries -0.65; number 21, N, carries -0.54

| no. | calculated total energy (eV) | molar mass (Da) |
| --- | --- | --- |
| 1 | -50879.928 | 602.35 |
| 2 | -86692.601 | 937.23 |
| 3 | -12450.723 | 145.19 |
| 4 | -13945.112 | 159.19 |